# C23H41N2OP3Ti

C23H41N2OP3Ti as an isolated structure at a distorted geometry (ωB97M-V/def2-TZVPD, the Open Molecules 2025 dataset).

Last column: Mulliken charge in e.
Positions of all 71 atoms, in Å:
P  0.29  -2.94  -0.64  1.32
H  3.55  -1.74  -0.85  0.35
H  1.50  -0.10  -3.01  0.33
H  4.01  1.67  0.73  0.55
H  -0.47  1.84  -6.34  0.49
N  -0.52  -0.14  2.08  0.92
C  -1.50  -1.07  4.06  -1.26
C  -1.29  -1.07  2.68  -0.41
H  -4.28  0.70  -1.86  0.53
C  -0.58  2.63  -3.03  -0.42
H  2.54  -2.17  2.01  0.23
H  -2.62  1.12  -2.42  0.27
H  1.40  -4.20  -2.38  0.49
H  2.09  -4.20  0.42  0.43
C  2.99  1.51  1.09  -0.96
C  -0.81  2.72  -4.39  -0.33
H  -3.93  -1.07  1.49  0.40
H  2.56  -0.69  3.00  0.28
H  -3.92  1.97  0.24  0.48
P  -2.60  -0.01  -0.27  0.96
C  0.84  0.67  -3.42  -0.13
H  -4.86  -0.89  -0.03  0.47
C  0.19  0.60  4.24  0.17
H  -3.20  -0.56  -2.55  0.38
H  -0.73  -0.32  5.95  0.57
H  0.60  -4.18  1.43  0.44
H  0.51  -2.79  -3.03  0.48
H  4.03  -1.19  2.12  0.46
H  1.70  4.59  -0.22  0.31
H  -2.26  -1.73  4.48  0.52
C  -0.26  1.78  -5.27  -0.52
C  0.54  4.47  1.57  -0.62
C  3.62  -0.66  -0.67  -1.22
H  -1.43  3.53  -4.78  0.47
H  2.97  1.64  2.18  0.44
C  0.12  0.78  2.85  -0.48
H  0.58  1.64  2.34  0.83
C  -2.97  1.56  0.60  -1.17
C  -3.24  0.35  -1.94  -1.10
C  0.72  4.71  0.26  -0.56
H  0.67  -5.21  -0.04  0.52
H  -0.45  4.59  2.03  0.31
H  4.63  -0.40  -0.32  0.56
H  -1.02  3.33  -2.31  0.50
P  2.44  -0.16  0.62  1.12
O  0.09  1.22  -1.21  -0.31
C  -1.40  -3.43  -0.98  -1.24
H  3.39  -0.12  -1.60  0.36
H  2.33  2.28  0.64  -0.10
H  -1.36  -4.35  -1.57  0.58
C  -0.70  -0.28  4.86  -0.33
C  -3.88  -1.15  0.39  -1.22
Ti  -0.01  -0.23  -0.05  -0.25
H  -2.17  2.30  0.42  0.25
H  -1.92  -2.66  -1.57  0.37
C  0.14  1.52  -2.52  0.42
C  1.16  -3.14  -2.21  -1.15
H  -3.63  -2.18  0.13  0.29
H  0.28  -1.90  0.56  0.21
N  2.11  1.84  5.52  -0.32
C  1.23  1.31  4.96  -0.41
H  -1.96  -3.62  -0.06  0.35
H  2.09  -2.55  -2.23  0.32
H  1.36  4.16  2.24  0.34
H  1.06  0.07  -5.46  0.48
C  0.99  -4.25  0.41  -1.37
H  -3.04  1.39  1.69  0.36
C  2.94  -1.15  2.08  -1.11
C  0.59  0.77  -4.78  -0.85
H  -0.09  5.05  -0.39  0.32
H  -1.77  -1.81  2.04  0.58

Total charge = +4
LUMO energy (alpha / beta) = -15.9 / -15.9 eV
HOMO-LUMO gap (alpha / beta) = 3.654 / 3.674 eV
Relative energy (zero: lowest compared OMol25 entry of this formula, charge and spin) = 2.224 eV